Molecular formula: C8H36O10
Method: DFT, the ωB97M-V functional and the def2-TZVPD basis

Cartesian coordinates (Å):
C -1.61769 2.20391 -0.84902
C -2.95563 2.06225 -1.48314
O -3.65716 3.24358 -1.20365
H -1.66192 2.26795 0.23820
H -0.98802 2.99145 -1.26303
H -0.97417 1.34351 -1.03260
H -3.36463 1.18951 -0.97407
H -2.87150 1.87497 -2.55363
H -3.06328 3.99743 -1.17861
C 1.39829 -1.67632 -3.62233
C 0.82669 -1.13199 -2.29616
O -0.16259 -1.98250 -1.72831
H 0.73616 -2.08276 -4.38684
H 2.11312 -2.48233 -3.45658
H 1.88533 -0.89997 -4.21239
H 0.38856 -0.13621 -2.36374
H 1.70555 -1.02944 -1.65962
H 0.15350 -2.88858 -1.70172
C -3.13372 -2.60922 -3.77384
C -3.79585 -2.06661 -2.49706
O -2.95231 -2.51377 -1.36687
H -2.27484 -1.96538 -3.96328
H -3.81924 -2.76931 -4.60602
H -2.68816 -3.60345 -3.74090
H -4.78887 -2.47256 -2.30414
H -3.92374 -0.98541 -2.54944
H -2.06286 -2.19199 -1.53095
C 2.88507 2.79554 3.86566
C 2.12615 2.40460 2.50676
O 1.15827 3.23822 2.05744
H 3.38932 3.73825 3.65320
H 3.63479 2.01450 3.99212
H 2.14219 2.87133 4.65969
H 1.73922 1.39534 2.64743
H 2.83607 2.41404 1.67969
H 0.27246 2.98690 2.32907
O 1.54868 1.83424 -0.54185
H 1.96629 1.00105 -0.32361
H 1.66260 2.37226 0.24160
O -0.10195 -0.71537 1.24738
H -0.25027 -0.81904 0.30745
H 0.78711 -0.36679 1.31304
O 3.07343 -0.57520 3.31292
H 2.27841 -0.72337 3.82498
H 3.71855 -1.17125 3.69343
O 2.76043 -0.16050 0.39467
H 2.82995 -0.45081 1.30414
H 2.67380 -0.96952 -0.10953
O 1.05746 -3.12989 2.42097
H 1.31310 -2.61440 3.18592
H 0.10166 -3.08012 2.40654
O -1.32550 -0.34657 4.15922
H -1.07700 -0.08950 3.27130
H -1.65128 0.45929 4.56007

Calculated values
E_HOMO (eV): -9.9
SMILES: CCO.CCO.CCO.CCO.O.O.O.O.O.O
Multiplicity: 1
HOMO-LUMO gap (eV): 9.8
Relative energy (zero: lowest compared OMol25 entry of this formula, charge and spin) (eV): 3.130

Molecular formula: C32H49F3IN2O9S
Method: DFT, the ωB97M-V functional and the def2-TZVPD basis

Cartesian coordinates (Å):
C 0.31194 -1.18812 -3.61622
C 0.25121 0.17654 -3.76136
C -0.74120 1.06499 -3.09731
C -2.14878 0.51043 -3.16513
C -3.07925 1.02680 -4.26877
C -2.57896 0.91432 -5.70748
C -1.82664 -0.37274 -6.04937
I -1.48865 2.68277 -6.29558
N -2.71138 1.11016 -1.91069
S -4.39771 1.16039 -1.50321
C -1.85525 1.61553 -1.13142
C -0.44039 1.44565 -1.58116
C 0.27134 2.78972 -1.42484
C -0.10875 3.67197 -0.23618
O -0.15053 3.00198 0.99167
C -1.07904 3.53625 1.89248
C -0.37274 4.37554 2.95056
F -0.15255 3.65502 4.02492
F 0.78576 4.82510 2.54883
F -1.12906 5.39354 3.31026
N -0.09039 0.29194 -0.74242
C 1.07081 0.18022 -0.21371
C 2.35360 0.28582 -0.94429
C 1.17859 -0.15392 1.22442
H -0.05131 -1.84645 -4.38774
H 0.70913 -1.67034 -2.74275
H 0.99088 0.65146 -4.37959
H -0.63429 2.00137 -3.62263
H -2.12319 -0.56110 -3.08843
H -3.25706 2.06654 -4.05607
H -3.99766 0.46739 -4.21673
H -3.44759 0.93901 -6.32812
H -0.78794 -0.14459 -6.19054
H -2.17515 -0.71512 -7.00521
H -1.94644 -1.12920 -5.29884
H -4.37395 0.24348 -0.52865
H -2.21483 2.07205 -0.23437
H 0.00263 3.36103 -2.29733
H 1.34159 2.70409 -1.45049
H 0.64603 4.44124 -0.17459
H -1.03292 4.18057 -0.48650
H -1.52418 2.70172 2.41038
H -1.88617 4.08797 1.43305
H 2.63485 -0.64977 -1.39747
H 3.15718 0.57822 -0.29201
H 2.29692 1.05335 -1.69426
H 2.07290 0.24115 1.66914
H 0.28307 0.09152 1.74561
H 1.26129 -1.23678 1.27443
O 2.40687 -4.88487 -4.25782
C 3.18559 -4.59826 -3.40058
O 3.51965 -3.30812 -3.11876
C 4.55509 -3.27059 -2.11815
C 4.45123 -4.61406 -1.39883
C 3.96812 -5.54107 -2.51091
H 5.51883 -3.13737 -2.61308
H 4.38454 -2.43150 -1.44707
H 5.38597 -4.92379 -0.93745
H 3.69332 -4.55686 -0.61663
H 4.79450 -5.95967 -3.08609
H 3.32999 -6.33658 -2.13996
O 0.79304 -3.29253 3.02013
C 0.33905 -2.57705 3.86703
O 0.61137 -1.24437 3.90016
C 0.02316 -0.66274 5.08356
C -1.09315 -1.61866 5.48954
C -0.54364 -2.96654 5.03680
H 0.79842 -0.57962 5.84788
H -0.34364 0.32544 4.84937
H -1.33388 -1.57321 6.54714
H -2.00104 -1.38784 4.92896
H 0.07610 -3.43220 5.80250
H -1.32021 -3.64387 4.72179
O 1.22173 5.75587 -3.97379
C 1.83683 6.30331 -3.10716
O 2.14665 5.68184 -1.93914
C 2.79082 6.61405 -1.04244
C 3.35731 7.70521 -1.94175
C 2.34208 7.73263 -3.08602
H 2.04256 6.99726 -0.34529
H 3.56185 6.09353 -0.48069
H 3.47994 8.65804 -1.43288
H 4.33197 7.40133 -2.32357
H 1.50308 8.39651 -2.87457
H 2.79462 7.99327 -4.03733
O -2.43412 -4.00596 6.73356
C -3.00728 -5.00970 6.42025
O -3.04974 -5.45297 5.14247
C -3.89485 -6.61782 5.04775
C -3.93414 -7.19499 6.45676
C -3.80577 -5.93710 7.31748
H -4.87963 -6.30126 4.69972
H -3.47176 -7.30684 4.32238
H -4.82806 -7.78128 6.65492
H -3.06897 -7.83837 6.61747
H -4.77354 -5.47732 7.52112
H -3.27662 -6.12205 8.24695

Calculated values
E_HOMO (eV): -9.9
Multiplicity: 1
Charge: +1
HOMO-LUMO gap (eV): 6.8

Molecular formula: C17H32KN4OTa
Method: DFT, the ωB97M-V functional and the def2-TZVPD basis

Cartesian coordinates (Å):
N 1.86726 -0.34817 0.06271
C 2.94990 -0.59379 0.62077
O 3.97098 -0.80057 1.16355
K 0.28234 0.88574 -3.34251
Ta -0.08062 -0.01227 -0.02936
N -0.79302 -1.51183 -1.10907
N -0.10686 1.61392 -1.14850
C -0.35020 -2.91368 -0.72178
C 0.62479 2.96906 -1.15794
C 0.83942 -3.24410 -1.61937
C -1.49090 -3.91028 -0.94783
C 0.04359 -2.95396 0.74330
C 0.16493 3.76809 -2.40603
C 0.28869 3.73118 0.12231
C 2.11071 2.65952 -1.24227
H 0.55332 -3.21457 -2.67975
H 1.20834 -4.25496 -1.38597
H 1.65687 -2.52690 -1.46214
H -2.41488 -3.58313 -0.45373
H -1.20256 -4.87960 -0.51184
H -1.68649 -4.08104 -2.01253
H 0.83241 -2.22703 0.99795
H 0.46503 -3.95267 0.94395
H -0.82757 -2.82789 1.40220
H 0.74646 3.51703 -3.31741
H 0.35576 4.83318 -2.21690
H -0.91667 3.66938 -2.60037
H -0.77637 4.00054 0.16928
H 0.86894 4.67322 0.13534
H 0.55488 3.16869 1.03018
H 2.43453 1.91241 -0.50511
H 2.66912 3.58831 -1.04641
H 2.42142 2.30961 -2.24652
C -1.62824 1.67433 -1.03009
H -2.00907 0.86572 -0.31704
H -1.93221 2.64232 -0.59981
H -2.12061 1.55626 -2.01943
C -1.45495 -1.43594 -2.46168
H -2.25702 -2.18431 -2.51889
H -1.96149 -0.46208 -2.61621
H -0.73624 -1.64618 -3.28818
C 1.27399 1.31283 2.90098
C -0.05150 0.68888 3.01859
C -0.82803 0.47190 4.14801
C -1.99826 -0.19851 3.74869
C -1.93418 -0.39024 2.37422
C -2.90630 -0.99687 1.45912
N -0.73393 0.15921 1.92431
H 1.35184 2.09714 3.67487
H 1.46582 1.81079 1.93710
H 2.09060 0.59510 3.09654
H -0.54252 0.78542 5.14418
H -2.82915 -0.52712 4.36503
H -3.39038 -1.84881 1.96927
H -3.70479 -0.27634 1.19925
H -2.47686 -1.38482 0.51499

Calculated values
E_HOMO (eV): -13.3
Multiplicity: 1
Charge: +2
HOMO-LUMO gap (eV): 5.8
Relative energy (zero: lowest compared OMol25 entry of this formula, charge and spin) (eV): 0.052

Molecular formula: C22H44F3NO6
Method: DFT, the ωB97M-V functional and the def2-TZVPD basis

Cartesian coordinates (Å):
C 2.66852 -3.65660 0.22901
C 2.11009 -3.69769 -1.19968
N 2.10381 -2.47297 -1.91666
C 1.52208 -2.56089 -3.31157
C 0.14884 -3.25042 -3.32505
C 3.45232 -1.80799 -1.95649
C 3.44795 -0.40486 -2.54009
H 2.15263 -2.85549 0.75833
H 3.74258 -3.47166 0.21188
H 2.50509 -4.58384 0.77819
H 2.52751 -4.49528 -1.81425
H 1.05772 -3.97092 -1.12243
H 1.51561 -1.55384 -3.72858
H 2.17162 -3.13875 -3.96904
H -0.45037 -3.00852 -4.20285
H 0.22399 -4.33709 -3.28507
H -0.45678 -2.93972 -2.47369
H 4.08579 -2.39611 -2.62051
H 3.82502 -1.71702 -0.93623
H 3.09751 -0.31647 -3.56843
H 4.47148 -0.03142 -2.57237
H 2.87954 0.25850 -1.88821
C -0.25901 2.07272 4.41223
C 0.93514 2.99357 3.88461
O 1.38834 2.62047 2.57580
C 2.11841 1.48301 2.33157
O 2.36307 0.63461 3.15641
C 2.43622 1.33644 0.75355
F 2.39332 0.05542 0.46413
F 1.46625 2.08215 0.12705
F 3.57317 2.05031 0.47509
H -0.99984 1.84543 3.64567
H -0.80214 2.45414 5.27689
H 0.04416 1.06678 4.70254
H 1.69542 2.91035 4.66124
H 0.72592 4.06323 3.89744
C 0.20078 -2.23766 5.03666
C 0.91497 -2.78897 3.81619
O 0.42610 -2.91901 2.67787
C 2.39970 -3.03022 3.98245
H 0.07089 -2.97878 5.82531
H -0.77053 -1.78591 4.83519
H 0.77196 -1.37159 5.37099
H 3.06232 -2.43035 3.35861
H 2.64834 -4.06435 3.74402
H 2.71583 -3.00030 5.02517
C -1.44581 -1.28031 0.91784
C -2.00091 -0.52383 -0.27865
O -3.12981 -0.19920 -0.34255
C -1.01046 -0.07802 -1.31742
H -0.90644 -0.63011 1.60663
H -0.81936 -2.11620 0.60647
H -2.23932 -1.70792 1.53068
H -1.18655 0.91606 -1.72839
H -1.04268 -0.79564 -2.13722
H -0.01102 0.01054 -0.89154
C -5.44406 3.09790 -2.42540
C -4.60065 2.22039 -3.34873
O -3.66196 2.71066 -3.97442
C -4.84971 0.69502 -3.25534
H -5.18542 4.12842 -2.66880
H -5.20570 2.99035 -1.36723
H -6.51917 3.05240 -2.59909
H -4.62951 0.23717 -2.29098
H -4.28186 0.34775 -4.11849
H -5.89115 0.54774 -3.54137
C -0.64951 4.55941 -1.80453
C -1.60597 4.66549 -0.56832
O -2.07158 5.69697 -0.10408
C -2.03909 3.39757 0.12660
H 0.34315 4.21724 -1.51186
H -0.60145 5.64517 -1.88767
H -1.12845 4.34750 -2.76046
H -1.66811 3.19010 1.13031
H -1.71884 2.62114 -0.56817
H -3.12030 3.38398 -0.01084

Calculated values
E_HOMO (eV): -8.3
SMILES: CCOC(=O)C(F)(F)F.CCN(CC)CC.CC(C)=O.CC(C)=O.CC(C)=O.CC(C)=O
Multiplicity: 1
HOMO-LUMO gap (eV): 8.8
Relative energy (zero: lowest compared OMol25 entry of this formula, charge and spin) (eV): 1.225

Molecular formula: H4O2
Method: DFT, the ωB97M-V functional and the def2-TZVPD basis

Cartesian coordinates (Å):
H -1.33510 -0.31774 -0.67703
H -0.63943 0.98053 -0.21668
H 1.63955 0.15579 0.69201
H 0.75741 -1.06158 0.56829
O -1.54881 0.56942 -0.36406
O 1.12638 -0.32643 -0.00254

Calculated values
E_HOMO (eV): -11.0
SMILES: O.O
Multiplicity: 1
HOMO-LUMO gap (eV): 11.6
Relative energy (zero: lowest compared OMol25 entry of this formula, charge and spin) (eV): 0.252

Molecular formula: H22O11
Method: DFT, the ωB97M-V functional and the def2-TZVPD basis

Cartesian coordinates (Å):
H -0.48449 -0.71271 0.92681
H 0.85418 0.00378 0.99508
H 0.01583 -2.03058 -2.37197
H -0.03394 -2.60700 -3.77743
H 1.22267 1.88359 -1.96002
H 1.81467 1.20402 -3.18385
H -3.63322 -1.47190 1.21203
H -3.51150 -2.98162 1.08574
H -4.67134 0.16305 -0.76885
H -4.32678 1.29877 -1.71831
H 2.77077 3.01915 0.49810
H 2.05462 4.25052 1.02811
H -3.38582 3.01880 2.72406
H -3.96655 1.79126 2.04147
H 1.71908 4.27915 -1.87998
H 0.73748 3.42245 -1.09731
H 3.24835 -3.62671 -1.98799
H 2.89563 -2.36901 -1.21092
H -1.71631 -2.97475 0.79997
H -1.91891 -1.74089 1.66403
H 5.46263 -1.89256 3.54139
H 4.17372 -1.08867 3.49116
O 0.42056 -0.76036 0.59878
O 0.16051 -2.84647 -2.86428
O 1.83682 1.18788 -2.22040
O -3.66460 -2.18533 0.56471
O -3.96680 0.78329 -0.98777
O 2.90076 3.95846 0.67069
O -3.41039 2.05704 2.78243
O 0.77821 4.17440 -1.69890
O 2.51181 -3.18554 -1.54996
O -1.40876 -2.06853 0.91476
O 4.52112 -1.95300 3.73861

Calculated values
E_HOMO (eV): -10.1
SMILES: O.O.O.O.O.O.O.O.O.O.O
Multiplicity: 1
HOMO-LUMO gap (eV): 10.0
Relative energy (zero: lowest compared OMol25 entry of this formula, charge and spin) (eV): 4.465

Molecular formula: C4H9FNO
Method: DFT, the ωB97M-V functional and the def2-TZVPD basis

Cartesian coordinates (Å):
C 0.09555 -0.09026 1.24661
C -0.93941 -1.16524 0.60238
C 1.20375 0.28460 0.40901
C -1.38517 -0.61397 -1.63703
N 1.29366 1.62897 -0.19460
O -1.72239 -0.60862 -0.39036
F -0.42239 -1.42303 -2.07307
H -0.49185 0.76871 1.56859
H 0.42684 -0.63831 2.13231
H -0.34651 -2.01082 0.24809
H -1.62018 -1.46944 1.39460
H 1.94327 -0.40835 0.06369
H -2.02625 -0.17607 -2.38010
H 2.19610 2.05963 0.05976
H 0.54646 2.22813 0.17553
H 1.24851 1.63407 -1.22543

Calculated values
E_HOMO (alpha / beta) (eV): -10.6 / -12.9
Multiplicity: 1
Charge: +1
HOMO-LUMO gap (alpha / beta) (eV): 5.7 / 9.2
Relative energy (zero: lowest compared OMol25 entry of this formula, charge and spin) (eV): 3.811

Molecular formula: C40H50Br2HfN7O4Sb
Method: DFT, the ωB97M-V functional and the def2-TZVPD basis

Cartesian coordinates (Å):
Hf -0.24154 -0.68252 0.64024
O 0.03597 -3.21328 -3.69079
C -0.38198 -2.00413 -4.14677
C -0.21425 -1.51900 -5.47349
C -0.72565 -0.26522 -5.84717
C -1.42124 0.45037 -4.95598
C -1.55835 -0.02064 -3.63038
C -1.03990 -1.24567 -3.22467
C -1.13256 -1.67013 -1.81623
O -1.60360 -0.73597 -0.96032
N 0.16409 -2.08701 -1.09717
N 1.14985 -1.07915 -1.32629
C 2.16767 -1.43147 -2.05085
C 3.07563 -0.40727 -2.55611
Br 2.28886 1.32593 -2.70995
C 4.31661 -0.56349 -2.94314
C 5.18041 -1.69706 -2.71285
C 5.05348 -2.47985 -1.54669
C 6.01022 -3.43424 -1.36816
C 7.05318 -3.62027 -2.29373
C 7.11773 -2.91065 -3.43347
C 6.12370 -1.96065 -3.67496
H 0.20617 -3.83683 -4.44008
H 0.29864 -2.17314 -6.13998
H -0.62448 0.13423 -6.76179
H -1.84919 1.40869 -5.20990
H -1.99253 0.52647 -2.81680
H -1.61898 -2.60516 -1.63167
H 0.49011 -3.00946 -1.43485
H 2.20976 -2.53108 -2.23987
H 4.76035 0.24341 -3.46020
H 4.35069 -2.25403 -0.68785
H 6.13715 -4.02063 -0.45042
H 7.80332 -4.40963 -2.08708
H 7.93990 -3.24095 -4.03841
H 6.28713 -1.41425 -4.64628
Br 0.32827 -4.52513 1.89238
C 1.78498 -3.40247 1.74986
C 3.02121 -3.91986 2.20850
C 4.08908 -3.04958 2.32494
C 3.93171 -1.73116 1.99612
C 2.67111 -1.29028 1.57925
N 1.56932 -2.11666 1.42032
C 2.52314 0.16346 1.33098
O 3.49050 0.94078 1.36917
O 1.31041 0.56009 1.11942
H 3.15686 -4.98844 2.38718
H 4.99494 -3.44718 2.70481
H 4.64491 -1.02339 2.32292
N -1.27649 -1.64445 4.97696
C -0.18995 -0.94282 5.33690
C 0.33074 -0.41769 4.23167
N -0.41752 -0.86631 3.10180
C -1.37665 -1.65374 3.59059
C -2.26590 -2.24082 2.61023
N -1.96115 -2.08749 1.35409
C -2.99211 -2.69544 0.65789
C -3.88852 -3.21535 1.54586
N -3.34209 -3.04983 2.78248
H -1.74880 -2.27413 5.57354
H 0.11236 -0.82940 6.37383
H 1.30210 0.03632 4.10820
H -2.98451 -2.77821 -0.38890
H -4.82051 -3.72022 1.45787
H -3.89727 -3.03426 3.67861
C -2.46839 2.25840 3.80005
C -1.56742 3.00366 2.74036
C -0.10208 2.90888 3.34610
C -2.06927 4.47376 2.70597
Sb -1.63766 2.14397 0.72104
C -3.67254 1.82355 0.17674
C -4.57787 2.99735 0.59407
C -4.19183 0.60061 0.95567
C -3.83830 1.50944 -1.28210
C -0.76767 3.56694 -0.68408
C 0.68158 3.89747 -0.26303
C -1.70922 4.83516 -0.76422
C -0.63327 2.93299 -2.07440
H -2.26163 2.79134 4.73624
H -2.33913 1.19119 3.94027
H -3.53294 2.44639 3.60843
H -0.15080 3.29453 4.35784
H 0.64238 3.50457 2.86488
H 0.13790 1.85200 3.51502
H -2.07389 5.03501 3.70748
H -3.09298 4.52707 2.33467
H -1.38958 5.13128 2.08684
H -4.41745 3.22532 1.65983
H -5.63338 2.84699 0.30511
H -4.45837 3.98594 0.07856
H -4.29039 0.81976 2.00078
H -3.53752 -0.21970 0.74401
H -5.19000 0.38707 0.56734
H -3.44161 2.28300 -1.96673
H -4.87570 1.36505 -1.51868
H -3.33334 0.57155 -1.58532
H 0.70761 4.39286 0.69981
H 1.17442 4.55080 -1.02948
H 1.32161 3.06852 -0.12375
H -1.69565 5.32220 0.25888
H -2.67869 4.42821 -1.03978
H -1.47124 5.53541 -1.57774
H 0.00526 2.04840 -1.95785
H 0.04406 3.60240 -2.59554
H -1.53155 2.73808 -2.57659

Calculated values
E_HOMO (eV): -13.0
Multiplicity: 1
Charge: +2
HOMO-LUMO gap (eV): 7.1
Relative energy (zero: lowest compared OMol25 entry of this formula, charge and spin) (eV): 1.061

| no. | largest force on an atom (eV/Å) | E_tot (hartree) |
| --- | --- | --- |
| 1 | 2.97 | -1078.707444 |
| 2 | 3.01 | -3030.497113 |
| 3 | 3.05 | -1617.695045 |
| 4 | 4.24 | -1670.355504 |
| 5 | 2.40 | -152.865668 |
| 6 | 2.33 | -840.716060 |
| 7 | 1.98 | -387.267181 |
| 8 | 3.63 | -7674.351844 |